Entry 1:
{
  "formula": "C37H54BrN8S3SbSi3Tl",
  "method": "the ωB97M-V functional and the def2-TZVPD basis",
  "multiplicity": 1,
  "homo_lumo_gap_ev": 5.88,
  "max_force_ha_per_bohr": 0.0190,
  "total_charge": -1,
  "elements": ["Tl", "C", "S", "C", "S", "N", "N", "C", "C", "C", "C", "C", "C", "N", "H", "H", "H", "H", "H", "H", "H", "H", "Br", "C", "C", "C", "C", "C", "C", "N", "C", "C", "C", "C", "C", "C", "N", "H", "H", "H", "H", "H", "H", "H", "H", "H", "C", "C", "C", "C", "N", "C", "S", "N", "H", "H", "H", "H", "H", "C", "Si", "C", "C", "Sb", "Si", "C", "C", "C", "Si", "C", "C", "C", "H", "H", "H", "H", "H", "H", "H", "H", "H", "H", "H", "H", "H", "H", "H", "H", "H", "H", "H", "H", "H", "H", "H", "H", "H", "H", "H", "C", "C", "C", "N", "H", "H", "H", "H", "H"],
  "coordinates": [[0.093, 0.670, 0.624], [2.515, -0.625, 5.950], [1.143, -1.576, 5.256], [0.378, -0.411, 4.141], [1.157, 1.017, 3.670], [-0.827, -0.802, 3.820], [-1.418, -0.109, 2.830], [-2.668, 0.126, 2.917], [-3.320, 0.987, 1.930], [-4.590, 1.505, 2.200], [-5.111, 2.480, 1.370], [-4.368, 2.901, 0.277], [-3.142, 2.293, 0.051], [-2.631, 1.364, 0.845], [3.082, -1.315, 6.575], [2.126, 0.197, 6.546], [3.127, -0.231, 5.143], [-3.242, -0.182, 3.792], [-5.126, 1.168, 3.078], [-6.080, 2.914, 1.578], [-4.731, 3.675, -0.385], [-2.538, 2.566, -0.809], [7.197, 0.599, 3.257], [5.534, -0.098, 2.655], [4.878, 0.508, 1.598], [3.648, 0.017, 1.200], [3.063, -1.072, 1.851], [3.767, -1.689, 2.888], [4.991, -1.196, 3.302], [1.767, -1.422, 1.444], [1.183, -2.485, 1.813], [-0.178, -2.797, 1.369], [-0.690, -4.073, 1.591], [-1.918, -4.408, 1.052], [-2.603, -3.454, 0.317], [-2.039, -2.192, 0.189], [-0.864, -1.866, 0.702], [5.304, 1.368, 1.100], [3.114, 0.504, 0.391], [3.333, -2.516, 3.434], [5.505, -1.644, 4.142], [1.663, -3.249, 2.431], [-0.115, -4.791, 2.162], [-2.331, -5.400, 1.188], [-3.548, -3.686, -0.155], [-2.545, -1.411, -0.372], [2.890, 5.697, -4.654], [3.197, 4.555, -3.728], [4.384, 4.499, -3.003], [4.550, 3.381, -2.199], [3.647, 2.424, -2.081], [2.501, 2.564, -2.801], [1.298, 1.357, -2.649], [2.277, 3.606, -3.639], [3.674, 6.453, -4.625], [1.940, 6.150, -4.370], [2.784, 5.328, -5.675], [5.130, 5.279, -3.064], [5.462, 3.248, -1.621], [-4.753, -2.193, -3.183], [-4.549, -0.317, -3.445], [-5.445, 0.432, -1.946], [-5.649, 0.116, -4.939], [-2.030, 0.245, -3.170], [-1.287, -1.122, -5.218], [0.442, -0.623, -5.793], [-1.240, -2.966, -4.761], [-2.454, -1.019, -6.717], [-2.064, 2.537, -4.371], [-1.653, 3.881, -3.104], [-0.752, 2.704, -5.716], [-3.730, 3.024, -5.152], [-5.751, -2.539, -3.462], [-4.601, -2.427, -2.126], [-4.023, -2.766, -3.758], [-6.503, 0.158, -1.923], [-5.381, 1.523, -1.945], [-4.984, 0.080, -1.018], [-6.536, -0.522, -4.960], [-5.122, -0.011, -5.886], [-5.982, 1.153, -4.886], [0.974, -0.127, -4.976], [0.408, 0.073, -6.632], [1.019, -1.499, -6.100], [-1.034, -3.086, -3.698], [-0.455, -3.486, -5.314], [-2.190, -3.459, -4.981], [-2.590, 0.012, -7.053], [-3.438, -1.420, -6.465], [-2.057, -1.598, -7.554], [-0.753, 3.588, -2.557], [-2.461, 4.043, -2.385], [-1.445, 4.834, -3.597], [0.234, 2.582, -5.261], [-0.797, 3.697, -6.172], [-0.863, 1.960, -6.508], [-4.528, 3.029, -4.405], [-4.017, 2.323, -5.938], [-3.670, 4.022, -5.594], [3.348, -2.232, -3.570], [2.861, -1.817, -2.178], [1.407, -1.797, -2.134], [0.258, -1.832, -2.130], [4.428, -2.372, -3.563], [3.097, -1.456, -4.292], [2.877, -3.164, -3.886], [3.211, -0.811, -1.940], [3.222, -2.507, -1.412]],
  "atomic_forces_ev_per_a": [[0.18, 0.40, -0.21], [-0.24, -0.03, -0.21], [-0.01, -0.06, 0.08], [-0.15, 0.51, -0.02], [0.06, 0.01, 0.06], [-0.13, -0.85, 0.45], [-0.03, 0.68, -0.23], [0.25, -0.18, 0.32], [-0.21, 0.35, -0.19], [0.14, -0.10, 0.02], [0.01, 0.01, -0.09], [-0.07, 0.02, 0.13], [0.01, -0.01, -0.10], [-0.16, -0.13, 0.18], [0.00, -0.02, 0.00], [0.06, 0.01, 0.04], [0.07, 0.02, 0.09], [0.01, -0.07, -0.02], [-0.02, 0.00, 0.00], [-0.01, 0.00, -0.01], [0.02, -0.01, -0.04], [0.01, -0.03, 0.04], [-0.01, -0.01, -0.03], [-0.03, 0.00, 0.03], [0.09, 0.01, -0.02], [-0.20, -0.11, -0.03], [0.56, 0.05, 0.13], [-0.19, 0.00, -0.01], [0.06, 0.02, -0.05], [-0.32, -0.22, -0.14], [0.48, 0.16, 0.05], [-0.50, -0.22, -0.23], [0.18, 0.06, 0.04], [-0.10, 0.09, -0.09], [0.04, -0.14, 0.10], [-0.06, 0.08, -0.11], [0.18, -0.30, -0.04], [0.00, -0.01, -0.01], [0.01, 0.00, -0.04], [-0.03, 0.02, 0.00], [0.03, -0.02, -0.03], [0.00, 0.03, 0.05], [0.01, 0.01, 0.00], [0.01, -0.01, 0.01], [-0.03, 0.06, 0.01], [0.01, 0.02, 0.02], [0.03, -0.01, 0.05], [0.06, -0.05, 0.08], [-0.03, 0.04, -0.04], [-0.08, -0.03, -0.01], [0.10, 0.06, 0.02], [0.07, -0.03, -0.07], [-0.07, -0.15, 0.01], [0.01, 0.09, 0.04], [-0.01, 0.02, -0.03], [0.00, 0.01, -0.02], [-0.01, 0.00, 0.00], [0.02, -0.02, -0.01], [0.00, 0.03, 0.01], [0.27, 0.11, -0.10], [-0.61, -0.29, 0.31], [0.20, 0.08, -0.13], [0.42, 0.14, -0.07], [-0.44, 0.26, -0.40], [0.16, -0.48, -0.45], [-0.09, 0.10, 0.24], [-0.15, 0.16, 0.17], [-0.01, 0.20, 0.28], [0.15, 0.71, -0.17], [-0.04, -0.28, 0.11], [-0.01, -0.33, 0.12], [0.11, -0.32, 0.14], [-0.05, 0.08, 0.00], [0.06, -0.03, 0.00], [-0.03, -0.05, 0.03], [-0.01, -0.06, -0.08], [-0.03, -0.03, 0.00], [0.00, 0.04, 0.02], [0.02, -0.06, 0.12], [-0.06, 0.01, -0.02], [0.02, 0.00, 0.00], [0.07, 0.03, -0.03], [-0.03, 0.01, 0.01], [-0.08, -0.06, -0.01], [0.02, -0.05, 0.00], [0.01, 0.06, -0.07], [-0.01, 0.03, -0.04], [0.00, 0.00, -0.01], [0.01, -0.02, -0.02], [0.07, -0.03, 0.03], [0.01, 0.00, -0.01], [-0.02, 0.03, -0.04], [-0.04, -0.02, -0.09], [0.00, 0.01, 0.01], [-0.09, 0.04, 0.06], [-0.03, 0.02, -0.02], [-0.02, 0.02, -0.01], [-0.02, 0.01, -0.01], [0.09, 0.03, 0.04], [-0.02, 0.03, 0.04], [0.20, 0.01, -0.15], [-0.23, -0.02, 0.12], [0.21, -0.26, 0.10], [0.00, 0.03, 0.00], [0.00, -0.01, -0.01], [0.03, -0.01, 0.00], [-0.04, 0.07, 0.06], [-0.04, 0.02, 0.03]]
}


Entry 2:
{
  "formula": "C37H54CaN8O4PS3",
  "method": "the ωB97M-V functional and the def2-TZVPD basis",
  "multiplicity": 1,
  "homo_lumo_gap_ev": 7.73,
  "max_force_ha_per_bohr": 0.0127,
  "de_lowest_kj_mol": 50.7,
  "total_charge": 1,
  "elements": ["Ca", "C", "O", "C", "N", "C", "C", "C", "C", "C", "C", "C", "C", "C", "C", "C", "C", "N", "C", "N", "C", "C", "O", "C", "C", "C", "C", "C", "C", "H", "H", "H", "H", "H", "H", "H", "H", "H", "H", "H", "H", "H", "H", "H", "H", "H", "H", "H", "N", "C", "C", "N", "C", "C", "N", "H", "H", "H", "H", "H", "H", "H", "H", "H", "H", "H", "H", "H", "C", "C", "C", "O", "P", "S", "S", "O", "C", "C", "C", "H", "H", "H", "H", "H", "H", "H", "H", "H", "H", "H", "H", "H", "H", "S", "C", "N", "C", "C", "C", "N", "H", "H", "H", "H", "H", "H", "H", "H"],
  "coordinates": [[-0.928, 0.491, -0.417], [0.001, -4.065, -1.624], [0.326, -3.906, -0.219], [0.268, -2.586, 0.019], [-0.088, -1.812, -0.912], [-0.452, -2.664, -2.066], [0.132, -2.151, -3.363], [0.649, -3.010, -4.324], [1.157, -2.517, -5.520], [1.147, -1.157, -5.775], [0.606, -0.291, -4.833], [0.101, -0.789, -3.645], [0.606, -2.191, 1.410], [0.775, -3.178, 2.372], [1.094, -2.793, 3.661], [1.268, -1.448, 3.931], [1.081, -0.539, 2.898], [0.728, -0.886, 1.660], [1.327, 0.907, 3.143], [0.979, 1.866, 2.394], [1.491, 3.103, 3.030], [2.233, 2.597, 4.285], [2.015, 1.166, 4.274], [2.362, 3.877, 2.074], [2.075, 5.195, 1.750], [2.873, 5.890, 0.848], [3.966, 5.269, 0.267], [4.264, 3.950, 0.592], [3.466, 3.259, 1.489], [-0.779, -4.819, -1.695], [0.902, -4.408, -2.130], [-1.544, -2.626, -2.147], [0.666, -4.079, -4.156], [1.562, -3.202, -6.251], [1.546, -0.772, -6.703], [0.573, 0.773, -5.031], [-0.340, -0.097, -2.936], [0.647, -4.215, 2.103], [1.216, -3.531, 4.442], [1.550, -1.096, 4.911], [0.634, 3.722, 3.307], [1.841, 2.995, 5.217], [3.308, 2.769, 4.235], [1.221, 5.684, 2.204], [2.641, 6.918, 0.605], [4.590, 5.809, -0.432], [5.121, 3.464, 0.144], [3.697, 2.226, 1.731], [-1.829, 2.271, 0.928], [-1.474, 3.641, 0.520], [-1.449, 3.762, -0.999], [-0.546, 2.770, -1.601], [0.877, 3.144, -1.510], [1.764, 1.921, -1.675], [1.381, 0.930, -0.663], [-1.659, 2.141, 1.919], [-2.818, 2.097, 0.760], [-2.167, 4.389, 0.919], [-0.487, 3.859, 0.933], [-2.452, 3.576, -1.386], [-1.170, 4.786, -1.275], [-0.791, 2.661, -2.581], [1.141, 3.919, -2.238], [1.054, 3.566, -0.519], [1.633, 1.467, -2.661], [2.813, 2.219, -1.606], [1.848, 0.043, -0.836], [1.669, 1.244, 0.260], [-5.650, 1.309, 0.951], [-6.178, -0.089, 0.703], [-6.189, -0.954, 1.944], [-5.474, -0.752, -0.375], [-3.934, -0.813, -0.739], [-3.336, 0.783, -1.778], [-2.824, -1.215, 0.867], [-3.911, -2.029, -1.758], [-4.742, -3.222, -1.812], [-6.151, -2.918, -2.280], [-4.692, -3.974, -0.496], [-6.373, 1.864, 1.551], [-5.488, 1.842, 0.016], [-4.711, 1.271, 1.509], [-7.195, -0.025, 0.311], [-5.203, -1.009, 2.404], [-6.521, -1.965, 1.711], [-6.890, -0.522, 2.660], [-4.240, -3.804, -2.587], [-6.780, -2.559, -1.468], [-6.587, -3.835, -2.679], [-6.141, -2.171, -3.072], [-5.091, -3.359, 0.311], [-3.672, -4.254, -0.236], [-5.297, -4.879, -0.568], [3.451, -1.328, -2.061], [4.159, -1.489, -0.541], [3.952, -2.582, 0.220], [4.595, -2.844, 1.500], [4.865, -1.521, 2.194], [5.645, -0.625, 1.248], [4.895, -0.497, 0.005], [3.457, -3.322, -0.252], [5.530, -3.394, 1.352], [3.931, -3.473, 2.093], [5.421, -1.681, 3.116], [3.914, -1.043, 2.446], [6.637, -1.047, 1.057], [5.783, 0.371, 1.669], [5.123, 0.241, -0.641]],
  "atomic_forces_ev_per_a": [[0.02, -0.32, 0.21], [0.00, -0.10, 0.00], [-0.03, 0.04, -0.10], [0.07, -0.02, 0.27], [-0.11, -0.05, -0.17], [0.04, 0.11, -0.05], [-0.02, -0.01, -0.08], [0.02, 0.00, -0.02], [-0.01, -0.01, 0.03], [-0.02, 0.03, 0.03], [0.04, -0.05, -0.04], [-0.04, 0.02, 0.06], [0.03, 0.09, -0.14], [0.01, -0.01, 0.05], [0.00, -0.03, 0.01], [0.05, 0.00, 0.01], [-0.02, 0.17, -0.13], [-0.11, -0.20, -0.01], [-0.05, -0.29, 0.08], [0.05, 0.13, 0.05], [-0.07, -0.04, -0.05], [0.03, -0.05, 0.06], [-0.02, 0.13, -0.04], [0.00, -0.05, -0.06], [-0.01, 0.01, -0.01], [0.00, -0.01, 0.01], [-0.01, -0.01, 0.01], [-0.02, 0.00, -0.02], [-0.01, 0.01, -0.04], [0.02, -0.01, -0.04], [0.01, 0.03, 0.01], [0.00, 0.01, 0.04], [0.00, -0.01, -0.01], [0.01, -0.01, -0.01], [0.00, 0.01, -0.01], [0.00, 0.02, 0.00], [0.00, -0.03, -0.04], [0.00, -0.02, 0.00], [0.00, -0.01, 0.01], [-0.01, 0.00, 0.01], [0.01, 0.02, 0.00], [-0.01, -0.01, -0.01], [-0.01, 0.02, 0.01], [-0.01, 0.01, 0.00], [-0.01, 0.01, 0.00], [0.01, 0.00, -0.01], [0.01, 0.00, -0.01], [-0.01, -0.02, 0.00], [-0.21, 0.41, 0.26], [0.03, -0.08, 0.02], [0.00, -0.08, -0.01], [0.10, 0.05, 0.01], [-0.03, -0.04, -0.04], [-0.09, -0.04, 0.02], [0.57, 0.30, -0.10], [-0.01, 0.01, 0.01], [0.01, 0.02, 0.02], [0.03, 0.01, -0.01], [0.00, 0.00, -0.02], [0.01, 0.00, 0.00], [-0.01, 0.02, 0.02], [-0.03, 0.01, 0.02], [0.01, 0.00, 0.00], [0.02, 0.02, 0.04], [-0.03, 0.02, 0.01], [0.05, 0.03, 0.01], [0.15, -0.03, -0.15], [-0.03, 0.05, 0.05], [0.02, 0.07, 0.13], [0.01, 0.06, -0.08], [0.00, -0.01, 0.10], [-0.14, -0.11, -0.11], [0.04, -0.06, 0.05], [-0.13, -0.19, -0.07], [0.00, 0.14, 0.15], [-0.05, 0.08, -0.25], [0.12, -0.05, 0.12], [-0.02, 0.01, 0.00], [-0.03, -0.04, -0.01], [0.00, 0.00, 0.02], [-0.06, 0.01, -0.03], [-0.01, -0.04, -0.03], [0.04, 0.05, -0.02], [-0.03, 0.02, -0.04], [-0.04, 0.01, -0.02], [0.00, -0.02, 0.05], [0.00, -0.02, 0.03], [0.01, 0.02, 0.00], [-0.04, -0.01, 0.01], [0.02, -0.01, -0.02], [-0.02, -0.02, 0.01], [0.02, 0.02, 0.00], [0.00, -0.01, -0.03], [0.17, -0.18, 0.09], [-0.22, 0.12, 0.08], [-0.04, -0.11, -0.12], [0.00, 0.01, -0.05], [-0.03, 0.02, 0.02], [-0.01, -0.01, -0.04], [0.05, 0.02, -0.14], [0.01, 0.02, 0.05], [0.00, 0.00, 0.03], [-0.01, 0.02, 0.01], [0.02, -0.01, -0.01], [0.03, -0.01, 0.02], [0.01, 0.01, 0.03], [-0.01, -0.01, 0.01], [-0.02, 0.00, 0.04]]
}